{
  "formula": "C17H68F2N35O21S2",
  "method": "wB97M-V/def2-TZVPD",
  "elements": ["N", "S", "O", "O", "F", "S", "O", "O", "F", "C", "O", "N", "N", "H", "H", "H", "H", "C", "O", "N", "N", "H", "H", "H", "H", "C", "O", "N", "N", "H", "H", "H", "H", "C", "O", "N", "N", "H", "H", "H", "H", "C", "O", "N", "N", "H", "H", "H", "H", "C", "O", "N", "N", "H", "H", "H", "H", "C", "O", "N", "N", "H", "H", "H", "H", "C", "O", "N", "N", "H", "H", "H", "H", "C", "O", "N", "N", "H", "H", "H", "H", "C", "O", "N", "N", "H", "H", "H", "H", "C", "O", "N", "N", "H", "H", "H", "H", "C", "O", "N", "N", "H", "H", "H", "H", "C", "O", "N", "N", "H", "H", "H", "H", "C", "O", "N", "N", "H", "H", "H", "H", "C", "O", "N", "N", "H", "H", "H", "H", "C", "O", "N", "N", "H", "H", "H", "H", "C", "O", "N", "N", "H", "H", "H", "H"],
  "coordinates": [[-0.0180, -1.1851, -0.1060], [1.1161, -0.1424, -0.4153], [1.6373, 0.5343, 0.7570], [1.0382, 0.5311, -1.6832], [2.3007, -1.1385, -0.7854], [-1.2166, -0.0226, 0.3410], [-1.6123, 0.9237, -0.6293], [-1.1090, 0.4263, 1.6967], [-2.4560, -1.0178, 0.3436], [-4.3801, -1.0911, -4.0317], [-3.5658, -0.6233, -4.8209], [-5.6556, -1.3458, -4.4248], [-4.1658, -1.2813, -2.7151], [-5.9405, -1.2989, -5.3863], [-6.4009, -1.4813, -3.7650], [-4.6215, -2.0769, -2.3038], [-3.3886, -0.8226, -2.2737], [2.8802, -4.6724, -3.0732], [2.4126, -3.8355, -3.8678], [2.9039, -4.4129, -1.7675], [3.4228, -5.8155, -3.5025], [2.1944, -3.7520, -1.4932], [3.4779, -4.9156, -1.1139], [3.6821, -6.4477, -2.7631], [3.2978, -6.1763, -4.4290], [4.8145, 1.5819, -0.5256], [4.5649, 0.8622, -1.4809], [6.0651, 1.9503, -0.1620], [3.8882, 2.4048, -0.0048], [6.1160, 2.4500, 0.7072], [6.8326, 1.4550, -0.5816], [4.1350, 2.8987, 0.8318], [2.9994, 2.4289, -0.4743], [0.5986, 4.0355, 0.4800], [0.6674, 3.0877, -0.2863], [1.5549, 5.0010, 0.5844], [-0.3979, 4.2528, 1.3728], [1.4677, 5.7371, 1.2626], [2.2539, 5.2377, -0.1073], [-0.5099, 5.1322, 1.8385], [-1.1606, 3.5897, 1.3664], [-1.3748, -4.0243, -1.8748], [-1.6911, -4.8421, -2.7267], [-1.9780, -3.8785, -0.6903], [-0.2394, -3.2500, -1.9857], [-2.8213, -4.3929, -0.4010], [-1.6044, -3.1684, -0.0876], [-0.2189, -2.4986, -1.2993], [0.0675, -3.2852, -2.9513], [-3.6538, 3.9161, -0.0942], [-3.6239, 3.6732, 1.1215], [-2.8353, 3.4680, -1.0412], [-4.6386, 4.6893, -0.6313], [-2.2917, 2.6455, -0.8234], [-2.9239, 3.7777, -1.9897], [-5.3711, 5.1538, -0.1261], [-4.6138, 4.8995, -1.6126], [4.8936, -0.8539, 2.1681], [4.9960, -1.5827, 1.1909], [5.8513, -0.7301, 3.1252], [4.0011, 0.1581, 2.3202], [6.6215, -1.3735, 3.0232], [5.5897, -0.3927, 4.0337], [3.7796, 0.5759, 3.2102], [3.2536, 0.0657, 1.6403], [-2.5983, -1.8659, 4.7966], [-2.9727, -0.7882, 4.3354], [-2.6469, -2.1857, 6.1105], [-2.1250, -2.8308, 4.0044], [-2.3414, -3.0814, 6.4417], [-2.8564, -1.4050, 6.7104], [-2.0877, -2.7571, 3.0069], [-1.8024, -3.7233, 4.3399], [2.7520, -0.5209, -5.0179], [3.2279, -1.1925, -5.9209], [2.4220, 0.7884, -5.1421], [2.4811, -0.9413, -3.7509], [2.0355, 1.2656, -4.3497], [2.4663, 1.2737, -6.0186], [2.2958, -0.2786, -3.0109], [2.6449, -1.9084, -3.4855], [-1.4258, 1.8809, 6.3437], [-2.5220, 2.4197, 6.2002], [-0.5404, 2.1629, 7.3082], [-0.9862, 0.9170, 5.5138], [0.3141, 1.6412, 7.3722], [-0.8161, 2.8013, 8.0338], [-1.5684, 0.6320, 4.7394], [-0.2147, 0.2970, 5.6879], [1.9648, 4.6701, -3.2105], [2.4062, 5.5402, -2.4290], [1.8172, 4.9471, -4.5227], [1.5106, 3.4480, -2.8988], [1.0470, 4.5783, -5.0577], [2.2589, 5.7782, -4.8753], [0.8461, 3.0623, -3.5751], [1.4995, 3.2141, -1.9111], [1.7814, 2.2063, 4.5502], [2.8463, 1.5994, 4.5183], [0.8427, 2.0508, 3.5781], [1.4397, 3.1164, 5.4883], [1.1498, 1.5199, 2.7767], [-0.0107, 2.5781, 3.6028], [0.6946, 3.7754, 5.3561], [2.2014, 3.3754, 6.0940], [-5.5467, 1.0256, 2.6845], [-6.3319, 1.7056, 2.0311], [-4.1984, 1.2203, 2.6835], [-5.8834, 0.0627, 3.5660], [-3.8714, 1.9695, 2.0776], [-3.5875, 0.6850, 3.2900], [-5.1941, -0.2159, 4.2469], [-6.8463, -0.0744, 3.8234], [5.6405, -2.9415, -2.6973], [6.4148, -3.8528, -2.3494], [5.1076, -2.1067, -1.7905], [5.3598, -2.6773, -3.9818], [5.2780, -2.1404, -0.7975], [4.4720, -1.4060, -2.1405], [4.9768, -1.7883, -4.2568], [5.6705, -3.3689, -4.6391], [-1.1386, 2.0162, -4.7593], [-0.1885, 2.7799, -4.9505], [-1.1930, 0.9912, -3.9199], [-2.2756, 2.0391, -5.4635], [-2.0148, 0.4192, -3.7914], [-0.4676, 0.8827, -3.2253], [-2.3360, 2.7082, -6.2120], [-3.0960, 1.6881, -5.0023], [1.7512, -2.7284, 2.6301], [2.4589, -3.4829, 3.3113], [1.3291, -3.0730, 1.4134], [1.2964, -1.5374, 3.0534], [0.7807, -2.4302, 0.8245], [1.7928, -3.9105, 1.0996], [0.6883, -1.0622, 2.4181], [1.5787, -1.2033, 3.9567], [-5.4455, -3.7787, -0.2269], [-4.5122, -4.5654, -0.4733], [-6.6535, -3.9939, -0.7990], [-5.3433, -2.7473, 0.6113], [-7.3294, -3.2503, -0.8122], [-6.8072, -4.8920, -1.2199], [-4.4954, -2.5209, 1.0976], [-6.1681, -2.2208, 0.8504]],
  "atomic_forces_ev_per_a": [[-3.1, 3.4, 1.0], [5.6, 0.7, -1.7], [-1.4, -0.4, -1.2], [-1.0, 0.4, 1.1], [-0.8, -0.5, 0.8], [-1.3, -1.7, 1.7], [0.4, 0.1, -1.0], [0.3, -0.6, -0.5], [0.5, -0.3, 0.1], [0.0, 1.0, -1.1], [0.1, 0.1, 0.4], [-1.1, -0.6, -0.1], [-0.2, -0.2, 0.5], [0.5, 0.1, -0.1], [0.2, 0.0, 0.1], [0.3, 0.1, 0.5], [0.2, -0.5, 0.1], [-0.8, 2.0, -2.4], [-0.2, -0.9, 0.6], [-0.2, -0.2, 1.2], [0.8, -1.4, 0.8], [0.4, 0.1, 0.4], [-0.1, 0.2, 0.1], [0.1, -0.3, -0.4], [-0.1, 0.4, 0.0], [-0.3, 1.2, -2.4], [0.1, -0.7, 0.3], [0.7, -0.5, 0.5], [-0.5, 0.0, 0.6], [0.8, -0.2, 0.0], [0.1, -0.1, 0.5], [-0.8, 0.3, 0.0], [-0.2, 0.1, 0.6], [0.8, 1.0, 0.1], [-0.3, -0.1, 0.4], [1.1, 0.8, 0.2], [-0.8, -1.1, 0.2], [-0.3, -0.2, 0.1], [-0.3, -0.7, -0.7], [-0.2, 0.0, -0.1], [-0.2, 0.3, 0.1], [1.1, -1.1, -0.6], [-0.4, 0.2, -0.1], [-0.8, 0.1, 1.5], [-0.8, -0.8, -0.2], [0.6, 0.5, -0.6], [-0.2, -0.2, 0.2], [0.6, 0.1, -1.4], [0.7, 0.8, 0.3], [-1.7, 0.6, 1.2], [0.7, -0.1, -1.0], [1.3, -0.9, 0.0], [-0.7, 0.9, -0.6], [0.3, 0.2, -0.3], [0.1, -0.2, 0.0], [0.3, -0.3, 0.5], [-0.1, 0.0, 0.0], [0.6, 1.4, -0.4], [-0.3, 0.0, 0.4], [1.4, -1.1, 0.4], [-1.2, -0.8, -1.5], [-0.2, 0.0, 0.4], [0.2, -0.1, 0.0], [-0.1, 0.0, 0.0], [-0.1, 0.4, 0.5], [-0.2, 0.2, -0.6], [-0.1, -0.1, 0.5], [-0.2, 0.6, 0.2], [0.6, -1.6, -0.7], [0.0, 0.2, 0.2], [0.0, -0.3, 0.3], [-0.1, 0.6, -0.1], [0.0, 0.2, 0.2], [-0.1, 0.2, 0.3], [0.0, -0.1, 0.0], [-0.1, 0.8, -0.4], [0.3, -0.8, 0.6], [0.0, 0.3, -0.1], [0.1, -0.2, 0.0], [0.1, -0.1, -0.4], [-0.1, 0.0, -0.4], [-1.2, -0.4, -0.6], [0.6, 0.2, 0.3], [0.2, 0.6, 1.6], [-0.1, -1.0, -1.1], [0.0, 0.3, 0.1], [0.1, -0.1, 0.0], [-0.2, 0.1, 0.2], [0.1, 0.3, 0.2], [-0.4, 1.2, 1.0], [0.3, -1.2, -0.1], [0.2, 0.8, -1.8], [0.4, -0.1, 0.6], [0.2, -0.4, 0.1], [-0.2, 0.1, 0.3], [0.3, -0.3, 0.4], [-0.5, 0.0, -0.3], [-0.8, 0.2, -1.9], [0.2, -0.1, 0.8], [0.9, -0.3, 0.2], [0.9, 0.3, 1.0], [-0.5, 0.1, -0.3], [0.0, -0.2, -0.4], [0.0, -0.1, 0.0], [-0.2, 0.1, 0.1], [1.1, 1.6, 0.0], [-0.2, -0.7, -0.1], [0.0, 0.4, -0.8], [-1.0, -1.6, 0.9], [0.1, -0.1, 0.3], [-0.2, 0.3, -0.4], [0.0, 0.0, -0.1], [0.1, 0.3, -0.2], [1.7, -0.6, 1.7], [-0.6, -0.2, -0.4], [-0.8, 0.8, -0.4], [0.0, 0.0, -0.5], [0.1, -0.2, -0.1], [0.1, 0.2, 0.4], [-0.2, -0.3, -0.4], [-0.1, 0.3, -0.2], [0.0, -0.4, -0.4], [-0.1, -0.1, -0.1], [1.4, -0.7, 2.4], [-1.1, 1.3, -1.3], [0.1, 0.0, -0.6], [0.1, 0.0, 0.0], [-0.3, 0.0, 0.2], [-0.2, -0.2, -0.6], [1.0, -1.1, 1.5], [-0.3, 0.6, -0.1], [-0.4, -0.6, -1.1], [-0.3, 0.2, 0.4], [0.8, -1.1, 0.5], [-0.3, 0.1, -0.5], [-0.1, 0.8, 0.4], [-0.1, 0.2, -0.2], [1.8, -2.3, -0.5], [-1.4, 0.6, 0.6], [-0.6, 0.6, 0.0], [-0.6, 1.2, 0.5], [-0.3, -0.4, -0.1], [0.0, 0.2, -0.2], [0.1, -0.1, -0.2], [0.2, 0.1, 0.1]],
  "mulliken_charge": [-0.878, -1.249, 1.330, 0.724, 0.250, 0.708, -0.501, -0.006, -0.136, 0.563, -0.700, -0.401, -0.080, 0.231, 0.124, 0.202, -0.024, 0.604, -0.740, -0.042, -0.383, -0.188, 0.178, 0.143, 0.274, 0.459, -0.609, -0.439, 0.107, 0.131, 0.287, 0.211, -0.401, 0.144, 0.000, -0.341, -0.234, 0.136, 0.235, 0.189, -0.224, 0.494, -0.778, 0.133, 0.259, 0.277, -0.371, 0.225, 0.204, 0.682, -0.758, 0.076, -0.411, 0.100, 0.207, 0.224, 0.098, 0.457, -0.700, -0.451, 0.112, 0.265, 0.187, 0.542, -0.661, 0.664, -0.847, -0.443, -0.198, 0.155, 0.283, -0.022, 0.172, 0.450, -0.763, -0.161, 0.429, 0.002, 0.215, -0.184, -0.293, 0.511, -0.688, -0.313, 0.165, 0.190, 0.228, -0.388, 0.219, 0.375, -0.738, -0.360, 0.323, 0.187, 0.221, 0.167, -0.256, 0.341, -0.856, 0.498, -0.345, -0.731, 0.171, 0.184, 0.279, 0.564, -0.736, 0.135, -0.318, 0.017, 0.336, 0.114, 0.235, 0.512, -0.805, 0.307, -0.216, 0.157, -0.202, 0.102, 0.203, 0.529, -0.745, 0.235, -0.385, 0.097, -0.382, 0.256, 0.134, 0.420, -0.809, 0.120, 0.374, 0.192, 0.099, -0.367, 0.059, 0.703, -0.776, -0.426, -0.159, 0.171, 0.237, -0.041, 0.144],
  "charge": -1
}


{
  "formula": "C5H5N",
  "method": "wB97M-V/def2-TZVPD",
  "elements": ["C", "C", "C", "C", "C", "H", "H", "H", "H", "H", "N"],
  "coordinates": [[-0.0299, 0.3253, 0.3388], [1.2031, -0.4524, 0.0289], [2.1538, -1.1388, -0.1876], [-1.2350, -0.4432, -0.0177], [-2.2433, -1.0823, -0.1879], [-0.6288, 2.2546, 0.0442], [0.9539, 1.9382, -0.2428], [-0.0471, 0.5162, 1.4394], [2.9730, -1.8275, -0.4040], [-3.1105, -1.6628, -0.3925], [0.0108, 1.5729, -0.4188]],
  "atomic_forces_ev_per_a": [[0.3, -0.4, 0.2], [-1.0, 0.3, 0.4], [1.1, -1.0, -0.3], [-0.8, -0.6, 0.3], [0.8, 0.5, 0.0], [0.5, -0.7, -0.6], [-0.4, 0.1, -0.3], [0.0, -0.3, -0.6], [-0.7, 0.8, 0.2], [0.0, 0.0, 0.0], [0.1, 1.3, 0.8]],
  "mulliken_charge": [0.373, -0.836, 0.212, -0.728, 0.172, 0.262, 0.258, 0.213, 0.402, 0.423, -0.751],
  "relative_energy_kcal_mol": 93.6
}


{
  "formula": "C5H7N4O",
  "method": "wB97M-V/def2-TZVPD",
  "elements": ["C", "C", "C", "C", "C", "N", "N", "N", "N", "O", "H", "H", "H", "H", "H", "H", "H"],
  "coordinates": [[2.9031, 0.7717, -0.0612], [2.8103, -0.6650, -0.0997], [1.6089, 1.2263, 0.0018], [-0.4912, -0.0765, -0.0929], [-2.6408, -0.8295, 0.0867], [1.5674, -1.0383, -0.0564], [0.8208, 0.0858, -0.0112], [-1.2493, -1.1474, -0.0123], [-1.5825, 1.2647, 0.0793], [-2.7862, 0.5234, -0.2382], [3.7716, 1.2953, -0.0576], [3.7021, -1.2317, -0.2035], [1.0639, 2.2017, 0.0652], [-3.3878, -1.2376, -0.5488], [-3.1789, -0.9463, 1.1420], [-0.7989, -1.9884, -0.3497], [-1.3207, 1.9838, -0.5868]],
  "atomic_forces_ev_per_a": [[-3.5, -0.8, 0.2], [-0.7, 2.0, 0.0], [0.2, 1.2, -0.2], [-3.7, 4.2, 1.5], [-3.1, 1.2, 3.1], [0.6, -2.2, -0.2], [-0.4, -0.6, -0.3], [2.0, 1.0, -1.1], [2.6, -5.4, 1.4], [1.3, 2.3, -1.2], [2.2, 1.6, 0.0], [0.0, -1.2, 0.1], [1.1, -1.0, -0.1], [0.3, -1.4, -1.1], [2.1, -0.3, -1.5], [-0.4, -0.7, 0.4], [-0.7, -0.3, -1.0]],
  "mulliken_charge": [-0.728, -0.136, -0.027, 0.495, -0.303, -1.033, 0.724, -0.015, -0.245, -0.231, 0.512, 0.438, 0.353, 0.323, 0.231, 0.328, 0.313],
  "charge": 1,
  "relative_energy_kcal_mol": 109.5
}


{
  "formula": "C6H12N2O",
  "method": "wB97M-V/def2-TZVPD",
  "elements": ["C", "C", "C", "C", "C", "N", "N", "H", "H", "H", "H", "H", "H", "H", "H", "C", "O", "H", "H", "H", "H"],
  "coordinates": [[-1.9177, 0.8198, -1.3516], [-1.5884, 0.3967, -2.7750], [-0.7760, 0.9293, -0.3814], [0.5337, 1.1427, -0.7041], [0.1450, 1.6812, 1.4046], [-0.9949, 1.2164, 0.9417], [1.1593, 1.5116, 0.4549], [-2.3809, 1.8204, -1.1981], [-2.6843, 0.1124, -0.9879], [-0.7267, -0.2681, -2.5963], [1.0699, 1.0948, -1.6406], [0.4223, 1.9403, 2.4199], [2.0002, 2.0567, 0.5177], [-1.4083, 1.0623, -3.6032], [-2.3154, -0.3680, -3.1001], [1.8124, -2.8300, 1.9559], [0.8589, -2.2781, 2.8925], [0.8722, -1.3265, 2.7480], [1.5567, -3.8773, 1.9090], [1.5528, -2.4284, 0.9566], [2.8091, -2.4082, 2.1376]],
  "atomic_forces_ev_per_a": [[-1.2, 0.7, 0.9], [0.3, -2.2, 0.6], [0.2, 0.2, -0.9], [0.1, -0.3, -0.3], [0.8, -1.7, -0.8], [0.4, 0.9, 0.5], [-1.0, 1.2, 1.2], [-0.1, -0.5, -0.7], [0.4, 0.3, 0.2], [0.2, 0.4, -0.7], [-0.1, -0.1, 0.1], [-0.4, 0.1, -0.1], [0.3, -0.2, -0.2], [0.1, 0.6, 0.2], [-0.1, 0.7, -0.1], [-1.6, 1.9, -0.7], [0.5, 0.0, -0.2], [-0.2, 0.0, 0.1], [1.0, -0.4, 0.3], [0.1, -0.3, 0.1], [0.1, -1.1, 0.3]],
  "mulliken_charge": [-0.062, -1.142, 0.336, -0.464, -0.415, -0.597, -0.106, 0.243, 0.257, 0.322, 0.410, 0.396, 0.246, 0.279, 0.305, -0.492, -0.488, 0.283, 0.258, 0.192, 0.239],
  "relative_energy_kcal_mol": 37.3
}


Number 1: F_max 5.930 eV/Å, LUMO energy 1.55 eV. Number 2: F_max 1.528 eV/Å, LUMO energy 0.86 eV. Number 3: F_max 6.177 eV/Å, LUMO energy -5.00 eV. Number 4: F_max 2.573 eV/Å, LUMO energy 0.69 eV.